Entry 1:
Density functional theory data (ωB97M-V/def2-TZVPD) for the ion C2H3BrO2P with charge -1 at a distorted geometry.

```
9
C2H3BrO2P | OMol25 | ωB97M-V/def2-TZVPD
C -1.48 -0.26 0.22
C -0.37 -0.44 -0.47
P 1.11 0.42 0.21
O 1.05 0.65 1.62
O 1.42 2.10 -0.84
Br 2.62 -1.16 -0.24
H -2.37 -0.58 -0.25
H -1.51 0.41 1.06
H -0.48 -1.14 -1.32
```

E_LUMO: 3.42 eV
SMILES string: C=C[P@](=O)([O-])Br
total energy: -85549.3426 eV
orbital gap: 0.2783 Eh
molar mass: 169.9 Da
energy relative to the best compared isomer or geometry (same formula, charge and spin): 73.1 kcal per mole
HOMO energy: -4.15 eV
charge: -1

---

Entry 2:
Density functional theory data (ωB97M-V/def2-TZVPD) for the molecule C2H3BrO3S at a distorted geometry.

```
10
C2H3BrO3S | OMol25 | ωB97M-V/def2-TZVPD
C -0.01 -0.17 0.43
C -0.26 -0.75 -1.05
O 1.78 -2.40 -0.76
O -0.43 -3.35 -0.26
O 0.36 -1.31 1.12
S 0.44 -2.24 -0.32
Br -2.09 -0.79 -1.44
H 0.84 0.65 0.27
H -1.01 0.20 0.64
H 0.29 -0.41 -2.01
```

E_LUMO: 0.52 eV
total energy: -89140.6061 eV
orbital gap: 0.4202 Eh
molar mass: 187.0 Da
energy relative to the best compared isomer or geometry (same formula, charge and spin): 20.8 kcal per mole
HOMO energy: -10.91 eV

---

Entry 3:
Density functional theory data (ωB97M-V/def2-TZVPD) for a structure of composition C2H3CaF at a distorted geometry.

```
7
C2H3CaF | OMol25 | ωB97M-V/def2-TZVPD
C -0.05 -0.53 0.09
C 0.64 0.61 -0.39
H -0.04 -1.45 -0.52
H 0.92 1.43 0.28
H 0.67 0.79 -1.47
F 0.10 -0.88 1.59
Ca -2.24 0.03 0.43
```

2S+1: 2
E_LUMO (alpha / beta): -5.73 / -5.80 eV
total energy: -23268.9206 eV
orbital gap (alpha / beta): 0.1707 / 0.3023 Eh
molar mass: 86.1 Da
energy relative to the best compared isomer or geometry (same formula, charge and spin): 36.4 kcal per mole
HOMO energy (alpha / beta): -10.37 / -14.03 eV
charge: +1

---

Question: total energy of number 2 (C2H3BrO3S)?
Answer: -89140.6061 eV

---

Question: total energy of number 1 (C2H3BrO2P)?
Answer: -85549.3426 eV

---

Question: Among the records above, which one has the highest molar mass?
Answer: C2H3BrO3S

---

Question: Among the records above, which one has the highest molar mass?
Answer: C2H3BrO3S